{"formula": "C31H50BN6PdS3Si", "method": "ωB97M-V/def2-TZVPD", "elements": ["Pd", "C", "C", "C", "C", "N", "N", "B", "N", "N", "C", "C", "C", "C", "C", "S", "C", "C", "C", "C", "N", "N", "C", "C", "C", "C", "C", "S", "C", "C", "C", "C", "C", "S", "C", "C", "C", "C", "H", "H", "H", "H", "H", "H", "H", "H", "H", "H", "H", "H", "H", "H", "H", "H", "H", "H", "H", "H", "H", "H", "H", "H", "H", "H", "H", "H", "H", "H", "H", "H", "H", "H", "H", "H", "H", "H", "H", "C", "Si", "C", "C", "C", "H", "H", "H", "H", "H", "H", "H", "H", "H", "H", "H"], "xyz": [[0.3673, 0.0982, -0.3939], [4.8276, -1.5778, 1.5148], [3.8030, -0.6532, 2.0877], [4.1101, 0.2231, 3.1027], [3.1201, 1.0704, 3.6040], [1.8841, 1.0210, 3.1536], [1.5784, 0.2031, 2.1661], [0.1146, 0.0346, 1.6974], [-0.8474, 1.1629, 2.1798], [-1.1257, 1.2186, 3.4833], [-2.0483, 2.0301, 3.9233], [-2.8285, 2.7980, 3.0290], [-2.5337, 2.7826, 1.6996], [-3.3412, 3.5247, 0.6853], [-1.4349, 1.9748, 1.2677], [-0.9087, 1.9977, -0.3354], [-2.2158, 2.1046, 5.4372], [-3.4879, 2.8460, 5.8510], [-1.0009, 2.8509, 6.0032], [-2.2561, 0.6831, 6.0154], [-0.3599, -1.3236, 2.2349], [0.2809, -1.7380, 3.3332], [0.0820, -2.9338, 3.8155], [-0.8256, -3.8182, 3.2058], [-1.5207, -3.4036, 2.0996], [-2.4721, -4.3151, 1.3949], [-1.3093, -2.0842, 1.6065], [-2.1331, -1.4486, 0.2871], [0.8922, -3.2460, 5.0739], [0.6894, -4.6854, 5.5424], [0.4417, -2.2820, 6.1828], [2.3790, -2.9986, 4.7783], [2.4931, -0.6183, 1.5678], [2.0269, -1.5203, 0.1859], [3.3507, 2.0168, 4.7760], [2.7112, 1.3627, 6.0132], [2.6791, 3.3667, 4.4938], [4.8353, 2.2500, 5.0602], [5.8323, -1.2609, 1.7954], [4.7374, -1.6112, 0.4296], [4.6654, -2.5946, 1.8825], [5.1232, 0.2571, 3.4815], [-3.6720, 3.3736, 3.3867], [-4.2666, 3.8986, 1.1246], [-3.5685, 2.8609, -0.1497], [-2.7728, 4.3595, 0.2710], [-3.4519, 3.9025, 5.5770], [-3.5889, 2.7872, 6.9363], [-4.3776, 2.3948, 5.4064], [-0.9484, 3.8703, 5.6129], [-0.0902, 2.3305, 5.7177], [-1.0540, 2.9004, 7.0941], [-3.1680, 0.1725, 5.6970], [-2.2371, 0.7140, 7.1076], [-1.4022, 0.1147, 5.6540], [-0.9764, -4.8196, 3.5876], [-2.2649, -5.3582, 1.6415], [-2.4052, -4.1600, 0.3192], [-3.5006, -4.0872, 1.6840], [-0.3478, -4.8575, 5.8381], [1.3250, -4.8796, 6.4082], [0.9576, -5.3975, 4.7589], [-0.6277, -2.3911, 6.3782], [0.6341, -1.2573, 5.8657], [0.9896, -2.4790, 7.1087], [2.7255, -3.6563, 3.9775], [2.9837, -3.1823, 5.6710], [2.5182, -1.9661, 4.4610], [1.6680, 1.1225, 5.8124], [2.7642, 2.0329, 6.8753], [3.2260, 0.4311, 6.2621], [1.6507, 3.2133, 4.1739], [3.2070, 3.8987, 3.6992], [2.6821, 3.9918, 5.3901], [5.3232, 1.3362, 5.4064], [4.9331, 2.9988, 5.8480], [5.3604, 2.6138, 4.1744], [-0.4706, -1.4804, -3.5034], [0.1795, 0.2992, -3.6708], [0.9813, 0.4956, -5.4033], [-1.3503, 1.4291, -3.7734], [1.3700, 0.6772, -2.2994], [-1.3089, -1.6836, -4.1779], [-0.8250, -1.6186, -2.4821], [0.3062, -2.2272, -3.6894], [0.2520, 0.3625, -6.2110], [1.7953, -0.2175, -5.5594], [1.4085, 1.4975, -5.4992], [-1.7868, 1.3989, -4.7756], [-1.0998, 2.4667, -3.5398], [-2.1090, 1.1037, -3.0605], [1.6555, 1.7264, -2.1940], [2.2637, 0.0507, -2.3498]], "forces_ev_per_angstrom": [[0.75, 0.43, 0.31], [-0.04, -0.01, 0.00], [0.42, 0.32, 0.54], [-0.02, -0.38, -0.54], [-0.16, 0.21, 0.15], [0.02, -0.04, 0.08], [1.12, -0.09, 0.47], [-0.56, 0.05, -1.54], [-0.24, 0.28, 0.07], [-0.09, 0.02, 0.26], [0.06, -0.14, 0.02], [0.06, 0.04, -0.43], [-0.22, 0.06, 0.39], [0.02, 0.00, 0.01], [0.14, -0.01, -0.13], [0.02, -0.20, 0.16], [0.03, -0.14, 0.15], [0.04, -0.06, -0.03], [-0.04, -0.03, -0.01], [0.00, 0.11, -0.10], [-0.14, -0.68, 0.77], [0.01, -0.12, 0.10], [0.15, 0.27, 0.10], [-0.28, 0.06, -0.42], [0.30, -0.45, 0.40], [-0.04, -0.03, 0.05], [-0.03, 0.63, -0.39], [-0.26, -0.07, 0.13], [0.05, 0.10, 0.06], [0.00, 0.08, -0.08], [0.06, -0.09, -0.10], [-0.14, -0.07, 0.01], [-0.56, -0.14, -0.33], [-0.06, 0.32, 0.20], [-0.12, 0.09, 0.17], [0.01, 0.04, -0.07], [-0.02, -0.09, -0.03], [-0.07, -0.08, -0.07], [-0.01, -0.02, 0.03], [0.02, 0.00, -0.01], [-0.03, -0.02, -0.05], [-0.02, 0.02, 0.04], [0.03, 0.02, 0.00], [0.03, 0.03, 0.02], [-0.03, 0.03, -0.01], [0.01, -0.01, -0.02], [-0.03, -0.01, -0.02], [-0.02, 0.03, 0.01], [-0.01, 0.02, 0.01], [0.00, 0.00, -0.01], [0.08, 0.00, 0.01], [-0.01, 0.00, 0.00], [0.02, -0.04, 0.00], [-0.01, 0.01, 0.00], [0.02, -0.07, 0.04], [0.01, 0.01, 0.01], [0.01, 0.03, 0.04], [-0.01, -0.01, -0.01], [-0.01, 0.04, -0.07], [0.01, -0.07, -0.01], [-0.01, -0.01, 0.02], [-0.01, -0.03, 0.03], [0.00, 0.02, 0.03], [-0.04, 0.05, 0.04], [0.00, 0.00, 0.00], [0.03, 0.02, 0.00], [-0.02, -0.01, 0.00], [0.06, 0.01, -0.03], [-0.03, 0.00, 0.01], [0.01, -0.01, 0.01], [0.00, 0.00, 0.01], [-0.04, 0.04, 0.01], [-0.02, 0.00, -0.01], [0.04, -0.02, 0.01], [0.04, 0.03, -0.01], [0.03, 0.00, 0.01], [0.01, 0.02, 0.01], [0.04, 0.22, -0.21], [0.69, 0.13, 0.15], [-0.24, -0.16, -0.02], [0.19, -0.12, 0.19], [-1.03, -0.45, -0.58], [0.05, 0.01, -0.05], [-0.04, -0.03, 0.10], [0.03, 0.03, 0.00], [0.05, -0.02, -0.04], [0.00, -0.03, 0.04], [-0.03, 0.03, 0.04], [0.03, -0.03, -0.01], [0.00, 0.01, -0.01], [-0.05, 0.04, 0.07], [-0.02, 0.04, -0.07], [0.06, 0.00, -0.05]], "de_lowest_kcal_mol": 0.0, "lumo_ev": 2.31, "homo_energy_ha": -0.0922, "charge": -1, "multiplicity": 1}

{"formula": "C31H50BrCuN5P2", "method": "ωB97M-V/def2-TZVPD", "elements": ["C", "C", "C", "C", "N", "C", "C", "C", "C", "C", "C", "C", "C", "C", "Cu", "P", "H", "H", "H", "H", "H", "H", "H", "H", "C", "C", "H", "H", "H", "H", "H", "C", "C", "H", "H", "H", "H", "H", "C", "C", "H", "H", "H", "H", "H", "Br", "P", "C", "C", "H", "H", "H", "H", "H", "C", "C", "H", "H", "H", "H", "H", "C", "C", "H", "H", "H", "H", "H", "C", "N", "C", "N", "C", "N", "C", "N", "C", "C", "H", "H", "H", "H", "H", "H", "H", "H", "H", "H", "H", "H"], "xyz": [[1.0376, -0.5796, -5.7000], [0.2870, 0.4949, -5.1787], [-0.7908, 0.9936, -5.9305], [-1.1521, 0.3347, -7.1082], [-0.4855, -0.7339, -7.5364], [0.5936, -1.1654, -6.8935], [0.5446, 1.0890, -3.8888], [0.8833, 1.5662, -2.8196], [1.4132, 2.0425, -1.5769], [0.5251, 2.0414, -0.4659], [1.0215, 2.2506, 0.8229], [2.3769, 2.1231, 0.8423], [3.2545, 2.6216, -0.1029], [2.7442, 2.4563, -1.4193], [3.1552, 1.1583, 2.2783], [-1.0956, -0.9515, -0.6927], [-1.3048, 1.9047, -5.6186], [1.9572, -0.9186, -5.2213], [-1.9909, 0.7002, -7.7062], [1.1319, -2.0047, -7.3479], [3.3567, 2.6009, -2.2949], [-0.5387, 1.8251, -0.6190], [4.2515, 2.9658, 0.1714], [0.4464, 2.2018, 1.7446], [-2.1558, -2.1775, 0.2099], [-3.3817, -2.7560, -0.4845], [-2.4674, -1.6235, 1.1090], [-1.4847, -2.9768, 0.5483], [-3.9092, -3.4110, 0.2257], [-4.0973, -1.9780, -0.7921], [-3.1284, -3.3834, -1.3539], [-2.1437, -0.2240, -2.0417], [-2.4412, -1.0562, -3.2851], [-1.5934, 0.6821, -2.3450], [-3.0783, 0.1134, -1.5618], [-3.0738, -0.4598, -3.9549], [-1.5250, -1.2954, -3.8383], [-3.0001, -1.9742, -3.0692], [0.1483, -1.9345, -1.6340], [-0.2815, -3.3264, -2.0877], [1.0254, -1.9973, -0.9645], [0.4580, -1.3112, -2.4878], [0.5764, -3.8254, -2.5560], [-0.6108, -3.9544, -1.2511], [-1.0769, -3.2876, -2.8429], [3.7861, 2.6302, 3.9499], [-2.5085, 1.7754, 1.4002], [-4.2806, 1.2986, 1.0965], [-5.3604, 1.7326, 2.0800], [-4.2264, 0.1948, 1.0539], [-4.5219, 1.6506, 0.0782], [-6.3091, 1.3135, 1.7371], [-5.2171, 1.3304, 3.0882], [-5.5315, 2.8160, 2.0978], [-2.4506, 2.1777, 3.2242], [-2.7405, 3.5983, 3.7432], [-1.4252, 1.8739, 3.5093], [-3.1346, 1.4571, 3.7042], [-2.5777, 3.5842, 4.8327], [-2.0408, 4.3512, 3.3358], [-3.7963, 3.8957, 3.5919], [-2.4203, 3.4921, 0.6172], [-3.6605, 4.4005, 0.5261], [-2.0345, 3.2800, -0.3986], [-1.5973, 4.0055, 1.1502], [-3.3526, 5.2827, -0.0598], [-4.4807, 3.9270, -0.0464], [-3.9916, 4.7778, 1.5147], [4.1484, -1.3297, 1.8546], [2.8769, -0.9607, 2.5483], [3.1560, -0.9376, 4.0113], [3.6705, -2.2350, 4.5107], [4.8858, -2.5979, 3.7395], [4.6661, -2.6416, 2.2832], [3.6190, -3.6546, 2.0254], [2.3278, -3.3587, 2.7184], [1.8502, -2.0137, 2.2682], [2.6238, -3.2502, 4.1804], [4.8788, -0.5484, 2.0880], [3.9487, -1.3550, 0.7728], [2.2333, -0.6842, 4.5690], [3.8748, -0.1238, 4.1626], [5.1465, -3.6180, 4.0504], [5.6816, -1.8845, 3.9732], [3.4375, -3.7522, 0.9447], [4.0037, -4.5908, 2.4451], [0.9030, -1.8060, 2.7911], [1.6474, -2.0618, 1.1868], [3.0454, -4.2068, 4.5081], [1.6922, -3.0045, 4.7121]], "forces_ev_per_angstrom": [[-0.19, 0.21, 0.04], [-0.48, -0.03, -0.34], [0.01, -0.05, -0.07], [0.51, 0.17, 0.58], [-0.26, -0.13, -0.56], [0.09, 0.41, 0.48], [1.11, 0.37, 0.72], [0.09, -0.18, -1.26], [-0.91, -0.14, 0.49], [0.11, 0.17, -0.07], [-0.79, -1.39, -0.12], [1.29, 1.93, 0.93], [-0.19, -0.94, -1.00], [0.27, -0.07, 0.89], [-0.44, 0.05, 0.65], [-1.58, -1.09, -1.33], [0.03, -0.39, 0.01], [-0.37, 0.01, -0.01], [0.28, -0.25, 0.11], [-0.20, 0.32, 0.23], [0.18, 0.12, 0.02], [0.61, 0.26, 0.12], [-0.17, -0.14, -0.37], [-0.21, 0.06, -0.33], [0.40, 0.56, 0.73], [-0.39, -0.27, -0.35], [0.03, -0.29, -0.11], [-0.07, 0.17, 0.03], [0.19, 0.24, -0.15], [0.29, -0.25, 0.03], [-0.06, 0.34, 0.32], [0.01, 0.85, 0.71], [-0.06, -0.26, -0.25], [-0.29, -0.19, 0.05], [0.30, -0.07, -0.09], [0.18, -0.04, 0.14], [-0.24, -0.02, 0.11], [0.26, 0.23, -0.03], [0.87, 0.57, 0.50], [-0.21, -0.33, -0.14], [-0.16, -0.13, -0.37], [-0.09, -0.10, 0.28], [-0.14, 0.13, 0.15], [0.08, 0.13, -0.23], [0.21, -0.02, 0.32], [-0.48, -0.27, -1.34], [-1.25, 1.54, 0.21], [0.54, -0.60, -0.35], [-0.49, 0.02, -0.07], [-0.36, 0.31, -0.06], [0.11, -0.21, 0.30], [0.02, -0.07, -0.01], [0.12, 0.28, -0.16], [0.35, -0.24, 0.17], [0.49, -0.65, 0.02], [-0.08, -0.02, 0.14], [-0.42, 0.17, 0.21], [0.37, 0.18, -0.10], [-0.05, 0.02, -0.34], [-0.52, -0.31, 0.07], [0.68, -0.09, -0.09], [0.70, -0.61, -0.21], [0.15, 0.16, -0.08], [-0.24, 0.37, 0.28], [-0.31, -0.13, -0.29], [-0.18, -0.25, 0.22], [0.30, 0.22, 0.55], [0.03, -0.44, -0.66], [0.07, -1.11, -0.06], [-0.27, 0.30, -0.28], [0.14, -0.65, 0.86], [-0.86, 0.52, -1.45], [-0.23, -0.20, 0.29], [-1.01, 0.81, -0.02], [-0.13, 0.06, 0.34], [0.63, 1.50, 0.06], [0.23, -1.04, 0.15], [0.46, 0.01, -0.09], [0.24, -0.11, -0.08], [0.13, 0.05, 0.26], [0.39, -0.10, -0.38], [0.12, -0.39, 0.40], [0.31, 0.39, 0.03], [-0.04, -0.19, -0.01], [0.10, 0.02, 0.32], [-0.20, 0.01, -0.37], [0.43, 0.22, -0.07], [0.20, 0.13, 0.28], [-0.46, 0.06, 0.03], [0.35, -0.18, -0.08]], "de_lowest_kcal_mol": 37.5, "s_squared": 0.755, "lumo_ev": [-8.55, -8.79], "homo_energy_ha": [-0.5140, -0.5083], "charge": 2, "multiplicity": 2}